A cluster of 2 separate species, CH3NOS in total in a non-equilibrium geometry. Source: the OMol25 dataset; level of theory: ωB97M-V/def2-TZVPD.

```
7
Properties=species:S:1:pos:R:3:forces:R:3:mulliken_charge:R:1
S 1.3155 -1.7086 -1.0077 0.0 -0.5 -0.6 -0.26
O -0.9109 -1.8199 0.4798 -1.7 -0.6 0.6 -0.31
N -0.2014 1.5253 0.3324 0.9 -0.1 1.3 -0.66
C -0.0297 -1.8915 -0.2384 1.7 1.0 -0.1 0.56
H -0.4119 1.7922 -0.5996 -0.3 -0.1 -0.8 0.24
H -0.5769 0.6200 0.5927 -0.1 0.2 -0.3 0.20
H 0.8153 1.4825 0.4408 -0.5 0.0 -0.1 0.24
```
Positions in Å, forces in eV/Å.

orbital gap = 10.26 eV
SMILES string = O=C=S.N
E_HOMO = -9.91 eV
energy above the lowest of the compared OMol25 structures with the same formula, charge and spin = 6.5 kJ/mol
charge = 0
LUMO = 0.013 Eh